[1]
Molecular formula: C24H42F4N2OPPd
Method: DFT, the ωB97M-V functional and the def2-TZVPD basis

Results
HOMO-LUMO gap in eV: 5.046
Net charge: +3
Electronic energy in eV: -54206.0322
Max |F| in eV Å⁻¹: 2.1
Multiplicity: 1

Structure (XYZ):
```
75
C24H42F4N2OPPd (the ωB97M-V functional and the def2-TZVPD basis)
H -0.89102 5.02294 -2.04723
C -1.15228 4.45437 -1.15455
H 1.21345 3.53009 3.25159
C -3.63816 1.44621 -3.19292
O -1.02948 2.11990 -0.83741
H -3.75709 2.15083 2.20787
H 1.06825 -0.39882 -3.89120
C 2.39359 -1.70177 0.30383
C 0.04450 -0.22175 2.67292
C -0.42155 3.15741 -1.12308
H -0.28826 1.67857 -4.10198
F 3.67050 -2.09876 2.31919
F 3.23596 -3.03299 -3.02790
P -1.53985 -0.37418 -2.38684
H -2.65706 2.38604 0.85411
H -4.05607 -0.85501 0.29184
H -4.21054 0.40012 -0.93838
H -2.39665 0.20514 -4.41284
H -1.80991 1.19590 3.54387
N -0.55385 0.87904 1.89222
H -4.39289 0.68299 -3.01681
C -1.93488 1.09310 2.46244
H -3.57925 2.11018 -2.32971
H -1.36135 2.81411 -3.26522
H -1.73527 -3.15052 -1.46506
H -2.12063 -1.71758 -5.21233
C 0.26970 2.13122 1.93603
C -2.27305 0.87091 -3.55016
F 1.50873 -1.31288 -1.84352
N 1.44621 -0.96516 0.76217
F 5.34782 -3.76457 1.09287
C 1.40680 -0.65644 2.20521
H 4.98183 -4.09024 -1.43685
H 1.24700 3.69727 -2.32952
H 1.32735 1.88962 3.84450
H 1.14978 1.97379 1.30558
C 3.51646 -2.34403 1.05408
C 2.39743 -1.95678 -1.14608
H -1.66122 2.39590 -4.93256
C -1.32242 1.99607 -3.97658
H 1.69680 -1.52472 2.79739
C 1.04056 3.15220 -1.40818
H -0.65022 -1.06621 2.64687
C -1.78937 -2.33490 -4.37873
H -0.19705 2.77098 3.96317
C 4.26734 -3.42548 -0.95552
H 1.55989 3.69500 -0.61351
H -0.81158 5.05323 -0.30327
C 0.67054 2.58939 3.33020
H 0.82684 -1.77387 -4.96650
H -2.90006 -2.99901 -0.15260
H -2.22740 4.31084 -1.08671
C -0.74968 -1.60406 -3.51116
C -2.71060 2.28369 1.93521
C 4.38623 -3.18931 0.42253
H -0.33383 2.90053 1.46361
C 0.31644 -0.98042 -4.42106
H -0.29118 -2.33756 -2.84750
H -2.75341 0.34362 -0.02532
H -2.66387 -2.66970 -3.82428
H -1.32358 -3.22148 -4.80894
C 3.28461 -2.80809 -1.73528
H 1.42216 2.13427 -1.47625
C -3.52195 -0.30577 -0.48390
H -3.66488 -1.67070 -2.13990
H -2.37999 3.21732 2.39006
H 2.17005 0.11066 2.37989
H -1.38710 -2.03281 -0.15197
Pd -0.63977 0.13254 -0.08940
H 0.13839 0.06815 3.72309
H -3.97969 2.04164 -4.04046
C -2.88566 -1.27359 -1.48641
H -2.47165 0.15651 2.30210
H -0.14491 -0.33442 -5.16604
C -2.20003 -2.44672 -0.77737
```

[2]
Molecular formula: C24H42F6O33PS6
Method: DFT, the ωB97M-V functional and the def2-TZVPD basis

Results
HOMO-LUMO gap in eV: 10.456
Net charge: -1
Electronic energy in eV: -183742.7444
Max |F| in eV Å⁻¹: 5.0
Multiplicity: 1

Structure (XYZ):
```
112
C24H42F6O33PS6 (the ωB97M-V functional and the def2-TZVPD basis)
O 4.86864 5.31125 -1.46719
H 0.57241 -1.40090 4.42739
H -3.71956 1.44097 -0.31395
C -4.12623 -2.94448 1.30478
H 0.31388 -1.68410 -2.78357
C 0.69181 -2.63097 -3.16917
H 0.25386 -3.27408 -1.13831
H 2.26368 -1.21142 3.89989
C 1.47508 -3.11783 3.70799
O 5.98803 -2.35595 -2.11024
O -1.24043 2.19395 -4.47132
H 1.42227 -4.35853 -1.93134
F -0.38628 1.74303 0.42643
C 1.82860 -2.90773 2.23942
H -4.31937 4.10052 1.96902
C 3.85883 0.52220 -2.79036
C -5.52926 0.43486 -1.00953
O -4.54949 -3.35655 2.54451
O 0.42883 3.77225 -5.67706
O -3.62187 -3.90284 4.58239
H -2.73583 -5.55302 0.58521
O -2.39291 -3.83303 2.61656
H -5.26260 1.89998 0.48343
O 4.23970 -0.74228 -3.10823
O 5.17944 3.12872 3.15332
C 0.58057 -3.68522 -2.09346
H 1.54675 3.71935 1.07135
O -0.76021 4.50479 4.30741
O 0.23771 1.20948 -5.98748
F -0.41900 -1.57855 0.07990
C 1.81783 3.75886 0.01633
H 0.46461 5.00101 -1.18326
C 1.57306 -1.83077 4.47222
O -7.23016 -2.48677 -0.97257
C 3.99752 1.10280 3.05376
H 4.50808 1.25225 -3.27369
O -0.27227 -2.76255 -4.14952
C 1.34468 5.05232 -0.54222
C -4.69325 1.08985 0.02776
C -2.73876 2.76410 2.57202
F 0.99878 0.00988 1.04822
H 2.20661 -1.90834 2.02397
H -3.51809 2.01292 2.44360
O -5.50260 -1.55853 -2.14629
H 4.64178 0.47990 3.67427
S 4.75186 -1.64031 -1.81868
C -3.52715 -3.70320 3.39974
O 1.26651 2.15400 -3.90493
H 1.96109 -1.95787 5.48285
S 5.94698 2.33422 1.85759
O -6.25120 -0.50585 -0.36955
H 0.52835 -3.65551 3.65599
O 6.06613 3.20047 0.72424
O -2.72535 2.96619 3.90601
H -2.50755 0.64401 -4.30090
O 2.36966 5.65156 -1.32353
O 3.35049 3.78471 -2.76628
H 0.92489 -3.00987 1.63860
C 4.04998 0.76370 -1.27279
H -1.33412 -0.02430 -6.39441
H -4.66199 0.18158 -2.87469
F -1.12942 -0.25422 1.62579
H -1.74711 2.40132 2.30163
O 3.23942 3.74385 -0.18406
H 2.83399 0.65632 -3.13648
F -1.85575 0.29408 -0.58642
O 7.17344 1.65627 2.38729
C -2.64961 -3.43875 1.26455
O -2.51304 -3.13740 -3.05923
H 3.09454 3.01872 3.30642
C -0.70956 0.21296 -5.53318
S 3.57849 4.58389 -1.57760
H -2.01857 -2.62111 0.91622
C -1.42959 0.80545 -4.30646
H 3.94296 2.42747 4.71547
H -4.81057 -3.23999 0.50951
C -2.29112 -4.60636 0.27833
O -2.93272 4.81936 5.57472
H -4.44346 0.40527 0.83834
H -6.07046 1.19949 -1.56678
S 0.27276 2.51759 -4.92801
H 1.07428 5.83968 0.16137
O -2.89943 5.09157 2.99215
F 0.38512 0.17826 -1.15857
H -0.18667 -0.72238 -5.33358
H -4.23680 -1.86661 1.42347
O 4.98107 -0.27833 -0.88927
C 3.99701 2.49962 3.62921
S -2.25712 4.46354 4.35905
C -6.43198 -1.59992 -1.14498
H -3.74061 -0.62805 -1.57096
O 4.63234 1.25689 1.81385
O -1.67516 -4.88515 -4.69399
H 3.07538 0.52619 2.98117
O 3.64313 -2.39381 -1.27805
O -0.44661 -4.46497 -2.51937
S -1.40696 -3.84009 -3.71079
H 1.67714 -2.53939 -3.62615
C -4.73410 -0.41701 -1.96662
H -2.80814 4.45958 1.07513
H 1.49178 2.90454 -0.57693
O 2.84622 -3.80949 1.95391
C -3.23118 4.13034 2.02420
C 3.25803 -4.37745 3.10877
O 2.51467 -3.95381 4.11975
H 4.38027 1.76083 -0.98171
O 4.24206 -5.10690 3.19654
H -2.55792 -4.57577 -0.77807
H -1.10099 0.47780 -3.32017
H 3.14679 0.55588 -0.69908
H -1.21788 -4.79531 0.30192
P -0.44179 0.06118 0.21609
```

[3]
Molecular formula: C24H42LuO2P2
Method: DFT, the ωB97M-V functional and the def2-TZVPD basis

Results
Energy above the lowest of the compared OMol25 structures with the same formula, charge and spin in kJ/mol: 178.3
HOMO-LUMO gap in eV: 6.979
Net charge: +1
Electronic energy in eV: -81854.9232
Max |F| in eV Å⁻¹: 4.9
Multiplicity: 1

Structure (XYZ):
```
71
C24H42LuO2P2 (the ωB97M-V functional and the def2-TZVPD basis)
C 2.33563 2.62060 -0.22624
C -0.85200 -1.21697 -2.52862
H 0.92819 -2.69531 -1.20261
C -2.92243 0.15208 2.22386
P 0.52992 2.29332 -0.00753
C 0.72847 0.29450 3.14217
P 0.37303 0.05653 -1.89336
H -1.40396 3.78065 -0.18266
C 3.76836 -3.16673 -2.75631
H -3.41191 3.49426 2.90485
H 2.70710 -1.75385 -3.98318
H 2.58927 2.96017 -1.25945
C -1.39017 1.71804 2.94558
C 3.35947 -4.34435 -1.93602
O -3.07935 1.93335 -0.77889
H -4.62216 0.94691 -1.83629
H 0.84069 -3.61508 0.26953
H 0.16790 3.15573 3.23740
H 0.81394 0.20215 4.23921
C -0.86083 2.95703 3.56815
H 4.59058 -2.61210 -2.26006
C -3.71171 0.86438 -1.19726
C -0.69001 0.49676 2.72801
H -0.17222 4.24236 1.11630
Lu -1.38974 0.78026 0.13858
H -4.56104 -1.02242 2.98472
H 1.65018 -0.32192 -4.12139
H -1.49438 3.82076 3.34143
O -3.22445 -0.27874 -0.89067
H 1.34543 1.15964 2.85880
H 4.17101 -3.44565 -3.74296
C 2.42029 -2.10174 0.26985
H 1.72816 -1.48269 0.91192
H 2.63796 3.43228 0.45920
C 2.81535 -0.99988 -1.94415
H -4.57619 2.27521 3.44406
C -4.21525 -0.54180 2.05248
H -4.16312 -1.30864 1.26789
C 0.95215 0.40107 -3.66732
C -2.74975 1.52648 2.59335
C -0.03160 1.97137 -1.75492
H -1.09034 2.27883 -1.94249
H 2.98058 1.73767 -0.03034
H -4.37129 2.58885 1.70130
C -1.63930 -0.49208 2.31196
C 3.18822 -1.17130 -0.63881
C 2.62521 -2.15053 -2.95673
H -0.82544 2.85452 4.66460
C -3.83922 2.51546 2.66228
C 1.56250 -3.17133 -0.44948
C 2.38144 -4.31856 -1.00656
H 1.17461 -0.58999 2.68050
H 0.14125 4.57741 -0.68921
C -1.45207 -1.97189 2.23906
H -0.27166 -2.13281 -2.70770
H -1.98775 -2.49372 3.05035
H 2.12764 -5.27087 -0.52931
H 1.63978 -2.64778 -3.02919
H -0.39520 -2.27950 2.30703
H 2.97721 -0.02665 -2.48992
H 3.90410 -0.45506 -0.17830
C -0.33403 3.91853 0.07092
H -1.82056 -2.39001 1.28591
H 4.04267 -5.19679 -2.03851
H 3.05916 -2.61216 1.02350
H 1.46196 1.37712 -3.72300
H -1.25861 -0.89417 -3.49701
H -4.99875 0.16406 1.76994
H 0.71297 2.61570 -2.27115
H -1.67107 -1.42643 -1.82361
H 0.04518 0.43544 -4.29347
```

[4]
Molecular formula: C24H42N3O9P3S
Method: DFT, the ωB97M-V functional and the def2-TZVPD basis

Results
SMILES string: [H]/N=C(\C)Cc1cc(CC#C)c2nsnc2c1[PH2]=O.CCOP(=O)(OCC)OCC.CCOP(=O)(OCC)OCC
HOMO-LUMO gap in eV: 7.618
Electronic energy in eV: -87161.2631
Max |F| in eV Å⁻¹: 9.3
Multiplicity: 1

Structure (XYZ):
```
82
C24H42N3O9P3S (the ωB97M-V functional and the def2-TZVPD basis)
H 5.23665 2.68028 0.08201
H -8.40067 -0.48033 5.21595
H -0.65823 0.51959 -1.63266
H 4.90061 0.03355 -0.68123
P -4.76216 -2.22409 3.71355
C 2.92097 6.49015 -1.96712
C -0.85232 -0.31456 -3.68557
C 5.15907 4.35455 1.46182
H -1.50241 -0.85814 2.52813
O -6.31727 -2.13860 3.15568
H 6.20881 4.19118 1.71191
H -0.30746 3.46897 -0.90560
H 2.49031 7.21866 -3.95491
H -8.26630 -2.50868 3.61736
N -1.15524 -5.41800 -1.71351
C -0.30744 -1.74373 -1.67578
H -1.82200 -1.73767 4.02676
C -1.08319 -0.41026 -2.11297
H 5.08742 5.23923 0.82436
H 4.39350 2.35516 1.57736
C 4.78547 -1.64519 -2.35716
C -0.30193 -4.31107 -1.46005
O 3.29486 3.40903 0.22368
H 4.07493 -1.30138 -3.16716
O -4.18078 -0.82431 3.02636
H 3.40967 -2.90986 0.83287
C -1.80125 -0.74384 3.57162
H 4.00119 6.56632 -2.10772
C -7.73315 -0.56790 4.35687
O 1.65772 3.24576 -1.32003
O 2.58968 5.41483 -1.09573
O 4.65346 4.38798 -1.44489
H 3.82493 -3.81684 -0.71957
H 5.12780 -2.68866 -2.62543
O 1.14855 -7.02297 -0.67187
H 2.48637 5.45110 -3.81349
S -2.63863 -4.88814 -2.34180
O -4.44259 -3.08302 2.29513
C 3.34315 -2.87055 -0.29523
C 4.16154 -1.66392 -0.90626
H 4.62311 4.60380 2.38282
H -3.95097 -3.06619 0.33386
H -1.89020 -3.49291 2.52539
H -2.19652 -0.50479 -1.94151
P 3.21604 3.89408 -1.35876
H 2.60256 7.40980 -1.46918
H 0.81672 3.76777 -3.71249
H 1.13364 6.39423 -3.17941
H 5.71313 -0.98409 -2.40177
C 4.55747 3.12029 0.81588
C -3.50616 -2.75495 1.28391
C 1.82626 -2.93217 -0.79945
C -2.20856 -3.51817 1.48190
H -0.20721 -0.67588 -5.87170
H -8.22684 -0.11264 3.49265
H -0.35886 2.61842 -3.11146
N -2.40348 -3.20156 -2.34976
C -3.15962 -0.07507 3.67499
O -5.02588 -1.61528 5.08115
C 2.21723 6.38221 -3.30723
H 3.27543 -5.96311 -1.16047
H -3.11769 0.89789 3.17802
H -1.42075 -3.10979 0.84529
H 1.51415 -0.59250 -1.08079
H -7.19140 -2.57122 4.99367
H -1.03826 -0.14797 4.07825
C 1.08462 -1.63514 -1.16587
H -3.32787 -1.68712 1.18145
P 2.02295 -5.80098 -0.46032
H -6.84238 0.03601 4.54619
C -7.40217 -2.02139 4.07389
C -0.62440 -0.31157 -4.89208
C 0.43533 3.90472 -1.58122
C -0.00530 3.64694 -3.00523
C 1.11952 -4.23873 -0.94021
H 0.44751 4.96607 -1.34712
H -3.41311 0.11601 4.71994
H -0.82285 4.31426 -3.28741
N 4.35209 -0.64189 -0.12423
H 2.38609 -5.66144 0.92797
H -2.34179 -4.57101 1.22098
C -1.08526 -3.03959 -1.85624
```